Entry 1:
C32H66N2O32P | ωB97M-V/def2-TZVPD

Values from the calculation:
HOMO energy: -4.540 eV
Energy relative to the best compared isomer or geometry (same formula, charge and spin): 0.000 eV
Total charge: -1
LUMO energy: 0.054 hartree
Max |F|: 2.259 eV Å⁻¹

Each line ends with the Mulliken charge.
Element x y z (Å)
1 O 0.887 1.068 3.522  -0.32
2 H 5.792 -3.404 -1.218  0.40
3 C -11.169 4.999 3.702  -0.52
4 H -2.912 -3.559 -0.723  0.11
5 H 3.102 -6.032 -3.196  0.50
6 C 3.520 -5.842 -2.210  -0.32
7 H 4.114 -3.898 -2.778  0.38
8 C 6.393 2.228 -3.205  -0.89
9 H -5.171 -4.673 -0.022  0.25
10 H 0.188 2.161 5.144  0.29
11 C 9.921 4.138 0.846  0.71
12 H 5.523 1.797 -3.698  0.36
13 P 5.351 -7.660 0.903  0.64
14 H 2.326 3.022 0.550  0.32
15 O -9.184 6.303 4.873  -0.54
16 H -2.897 2.955 0.752  0.33
17 C 4.587 -4.760 -2.302  -0.83
18 C 5.694 -0.026 0.810  -0.96
19 C -9.604 5.302 5.388  0.79
20 H -7.368 3.705 -1.549  0.21
21 O 4.898 -8.488 -0.422  -0.53
22 H -3.311 -8.721 2.487  0.30
23 O -0.940 -3.702 -4.011  -0.31
24 H -2.222 -2.926 -5.450  0.29
25 H -12.859 3.407 0.140  0.29
26 O 2.373 1.582 2.051  -0.25
27 H 3.156 5.986 -7.031  0.30
28 H -8.372 4.924 -0.746  0.35
29 C -12.437 2.406 0.070  -0.62
30 C -4.749 -6.930 1.221  0.78
31 O 7.664 -5.099 1.519  -0.77
32 C -10.282 3.174 -0.300  0.84
33 C -1.825 -3.558 -0.660  -0.45
34 H -7.223 5.520 6.469  0.29
35 H 1.422 6.027 -6.604  0.29
36 H -3.909 -7.496 3.640  0.29
37 C 6.050 1.030 -1.241  0.70
38 O 1.065 3.225 2.880  -0.57
39 O 6.052 -0.004 -1.842  -0.56
40 H 7.498 3.114 0.858  0.28
41 C 7.738 3.858 0.103  -0.51
42 H -6.977 0.673 -0.419  0.15
43 O 4.629 -8.235 2.029  -0.74
44 O -2.221 -2.209 -2.903  -0.55
45 H 7.408 -7.741 0.302  0.35
46 H -1.594 1.852 1.226  0.00
47 H 11.999 3.820 2.412  0.30
48 H 5.567 0.248 1.854  0.28
49 H 12.675 5.388 1.933  0.21
50 H -2.016 2.014 -0.487  0.33
51 H 2.426 4.076 -2.320  0.29
52 H 5.360 -8.191 -1.214  0.36
53 H 7.293 1.673 -3.467  0.36
54 H 4.051 -5.880 0.526  0.34
55 O -10.309 3.833 0.707  -0.55
56 C -2.411 2.008 0.527  -0.48
57 H -7.723 3.537 0.175  0.28
58 C 5.144 -4.232 -0.971  -0.98
59 C 2.380 6.533 -6.499  -0.64
60 H -11.953 4.295 3.439  0.17
61 H 2.302 7.535 -6.912  0.22
62 H 2.391 -6.212 -0.541  0.16
63 H 4.162 4.032 -2.749  0.08
64 H -6.852 -1.089 -0.283  0.23
65 O 5.885 1.199 0.064  -0.10
66 O -1.248 -3.981 -1.897  -0.27
67 H 6.858 4.466 -0.084  0.29
68 O 10.154 2.966 0.731  -0.53
69 O 6.210 2.251 -1.791  -0.16
70 O -9.159 4.763 6.524  -0.32
71 O 8.770 4.741 0.574  -0.36
72 H 8.040 3.378 -0.819  0.25
73 H 6.543 -5.856 -0.755  0.24
74 O 3.173 5.806 -3.204  -0.32
75 H -6.283 -5.434 -1.170  0.28
76 H 1.565 -5.631 -1.765  0.20
77 C 12.072 4.545 1.604  -0.63
78 H -1.001 1.875 3.842  0.23
79 H 6.507 3.259 -3.534  0.24
80 O 6.735 -3.169 0.857  -0.58
81 C 2.856 5.529 -4.465  0.75
82 O 10.786 5.065 1.274  -0.35
83 H 3.520 3.307 1.850  0.35
84 H -1.461 -2.571 -0.383  0.33
85 H -1.521 -4.267 0.103  0.21
86 C -5.410 -5.597 -0.545  -0.62
87 N 5.020 -6.045 0.754  -0.19
88 H 4.344 -3.832 -0.355  0.41
89 H -4.575 -5.902 -1.174  0.30
90 H -8.401 6.493 7.393  0.29
91 C -0.169 1.450 4.401  -0.58
92 C -8.121 3.865 -0.783  -0.64
93 C -4.190 -8.320 2.988  -0.62
94 H 12.540 4.091 0.732  0.29
95 H -0.500 0.546 4.903  0.23
96 H 3.788 2.035 0.654  0.00
97 H 3.602 5.002 -1.381  0.27
98 O 2.715 4.433 -4.936  -0.53
99 H 3.994 -6.774 -1.909  -0.05
100 C -6.334 -0.187 -0.599  -0.50
101 C -8.086 5.485 7.131  -0.63
102 C -4.387 0.960 -0.083  0.80
103 H 4.798 -0.541 0.473  0.32
104 C -1.162 -2.954 -5.205  -0.65
105 C 5.922 -5.223 -0.110  0.70
106 O -5.742 -6.628 0.384  -0.32
107 O -11.272 2.406 -0.754  -0.33
108 H -0.771 -1.943 -5.104  0.30
109 H 6.559 -0.681 0.722  0.47
110 H 5.418 -5.038 -2.950  0.36
111 O -5.167 -7.898 2.033  -0.34
112 H -0.625 -3.465 -5.999  0.21
113 O -3.664 -6.415 1.237  -0.51
114 O -3.319 0.919 0.708  -0.30
115 H -7.820 4.947 8.036  0.22
116 C 6.868 -4.410 0.838  -0.07
117 N 2.437 -5.507 -1.266  -0.53
118 H -12.207 2.022 1.062  0.28
119 O -4.631 1.810 -0.897  -0.54
120 C 3.348 4.652 -2.377  -0.37
121 H -4.651 -9.103 3.582  0.21
122 C 1.410 2.074 2.822  0.78
123 O -5.144 -0.103 0.185  -0.31
124 O 6.900 -7.892 1.107  -0.46
125 H -10.428 5.011 2.908  0.27
126 O -9.265 3.086 -1.149  -0.35
127 C 3.032 2.553 1.235  -0.51
128 O 2.722 6.683 -5.121  -0.34
129 C -1.538 -3.199 -2.931  0.77
130 H -13.158 1.748 -0.408  0.22
131 H -11.607 5.987 3.832  0.31
132 O -10.592 4.539 4.930  -0.32
133 H -6.093 -0.266 -1.657  0.30

Forces on atoms 1 to 2 (eV/Å):
-0.039 -0.058 0.023
0.219 0.192 0.195

Entry 2:
C32H66N4O3P | ωB97M-V/def2-TZVPD

Values from the calculation:
Multiplicity: 4
HOMO energy (alpha / beta): -7.345 / -8.386 eV
Total charge: 0
LUMO energy (alpha / beta): 0.021 / 0.014 hartree
Max |F|: 0.418 eV Å⁻¹

Each line ends with the Mulliken charge.
Element x y z (Å)
1 H -2.462 -1.293 4.595  0.06
2 H 0.317 5.433 -1.736  0.43
3 H 1.244 0.898 -7.686  0.50
4 H 0.239 1.522 5.383  0.38
5 H -0.640 0.130 -0.882  0.36
6 C 1.327 -1.934 7.332  1.61
7 C 0.997 -0.817 6.310  -2.32
8 C 0.191 1.340 4.306  -1.00
9 C -0.383 -0.487 2.655  -1.46
10 H -0.408 0.393 2.013  0.24
11 H 1.678 0.290 -3.515  0.54
12 H 0.663 -1.031 -8.813  0.46
13 C 0.048 -1.149 5.142  2.38
14 O -1.610 0.526 -5.393  -0.55
15 N -2.090 -1.587 7.092  -0.73
16 H -1.338 4.174 -3.151  0.46
17 H 2.549 3.719 0.806  0.47
18 H -1.771 0.451 5.700  0.06
19 H -1.386 -4.512 4.689  0.32
20 H 2.389 3.761 -2.968  0.36
21 C -3.730 -0.998 -5.296  -2.00
22 H 1.654 -5.418 6.059  0.45
23 H -0.942 1.725 -3.545  -0.18
24 C -2.755 -2.464 -7.054  -1.69
25 C 2.573 3.983 -1.921  -1.86
26 H -4.546 -0.627 -7.931  0.36
27 H -1.411 -0.816 2.809  0.16
28 O 0.674 -4.102 7.906  -0.72
29 C -0.919 -4.505 5.677  -1.71
30 C 0.589 1.472 -2.076  2.02
31 C -0.650 -0.065 -7.440  1.70
32 N -1.584 -0.369 -6.297  0.39
33 H 1.259 1.941 2.545  -0.31
34 H -3.495 -3.087 -6.553  0.48
35 H -4.688 -1.481 -5.495  0.48
36 H -0.792 0.978 -9.311  0.40
37 H -3.906 0.012 -4.937  0.36
38 C 0.401 -3.716 5.641  1.76
39 H 1.113 -2.285 9.455  0.46
40 H -0.741 -5.536 5.977  0.41
41 C 0.368 -2.559 4.628  -2.28
42 O 0.535 1.915 0.226  -0.53
43 C 1.254 2.193 3.608  0.02
44 H -2.865 -2.233 7.056  0.25
45 C -3.616 -0.130 -7.639  -1.34
46 H 1.270 -5.200 4.340  0.42
47 H -2.904 -2.577 -8.128  0.31
48 C 1.691 1.313 -3.139  -1.66
49 C 0.871 -1.513 8.729  -1.84
50 H 3.167 1.144 3.812  0.35
51 C 1.374 3.710 -1.014  1.81
52 H -0.207 -1.347 8.735  0.37
53 C 2.656 2.029 4.197  -1.49
54 H 2.618 1.939 5.287  0.26
55 N 0.627 -3.202 7.010  1.04
56 P -1.687 -0.955 5.724  0.33
57 H 0.625 0.045 6.868  0.49
58 C -2.917 -1.007 -6.587  1.89
59 H 2.811 5.045 -1.846  0.46
60 C 0.104 4.373 -1.567  -1.40
61 H -0.671 4.316 -0.797  0.35
62 H 0.858 4.155 1.050  0.37
63 H 1.411 -0.327 3.778  0.08
64 H -1.452 2.095 -1.898  0.52
65 C 0.165 0.083 -1.610  -2.04
66 C 2.837 -2.197 7.344  -1.95
67 C 1.702 4.254 0.373  -2.04
68 H -0.175 -0.471 -2.486  0.43
69 H -3.890 0.813 -7.156  0.40
70 C 0.535 0.712 -6.878  -1.98
71 H 1.355 -2.479 4.157  0.49
72 H 3.285 2.889 3.963  0.46
73 H 0.223 1.662 -6.453  0.35
74 N 1.080 2.240 -0.878  0.38
75 H 3.197 -2.521 6.366  0.40
76 C -0.639 2.218 -2.620  -0.89
77 H -1.622 1.770 -7.974  0.36
78 H 1.543 1.974 -3.993  0.19
79 H -3.291 0.855 -9.516  0.38
80 H -0.796 1.679 3.976  0.52
81 C -2.754 0.169 -8.858  -0.46
82 H 0.126 -1.271 2.091  0.36
83 H 1.386 -0.589 9.004  0.42
84 H 2.479 -4.165 5.106  0.39
85 H -0.320 -2.834 3.828  0.54
86 H -1.608 -4.063 6.392  0.40
87 H 2.681 1.494 -2.728  0.30
88 C -1.430 0.800 -8.441  -1.27
89 C 1.532 -4.682 5.266  -1.95
90 C -0.114 -1.330 -8.109  -1.84
91 H 3.073 -2.968 8.079  0.39
92 H 3.365 -1.279 7.612  0.44
93 H 0.958 3.244 3.669  0.56
94 H -1.776 -2.863 -6.801  0.32
95 H 0.303 3.867 -3.663  0.21
96 H -0.864 -1.884 -8.665  0.34
97 H 1.007 -0.448 -1.161  0.49
98 H -3.215 -1.557 -4.514  0.47
99 C -0.401 3.706 -2.842  -0.35
100 H 0.338 -1.996 -7.372  0.37
101 H 3.446 3.418 -1.593  0.37
102 H 1.037 0.137 -6.099  0.44
103 H 1.936 -0.491 5.849  0.43
104 H -2.580 -0.738 -9.442  0.29
105 C 0.344 -0.158 3.970  0.14
106 H 1.965 5.309 0.283  0.48

Forces on atoms 1 to 2 (eV/Å):
0.003 -0.020 -0.010
-0.037 0.002 -0.002